# 1
{
  "formula": "C3H9N3O6",
  "method": "wB97M-V/def2-TZVPD",
  "symbols": ["C", "N", "O", "O", "H", "H", "H", "C", "N", "O", "O", "H", "H", "H", "C", "N", "O", "O", "H", "H", "H"],
  "coordinates": [[0.76, 0.05, 0.03], [0.28, 1.38, 0.44], [1.17, 2.20, 0.77], [-0.93, 1.53, 0.43], [-0.04, -0.51, -0.46], [1.05, -0.42, 0.96], [1.53, 0.26, -0.71], [2.03, -2.13, -0.75], [3.28, -2.26, -1.46], [3.76, -3.39, -1.67], [3.82, -1.17, -1.73], [1.26, -1.72, -1.41], [2.04, -1.36, 0.01], [1.67, -3.08, -0.37], [-2.58, 1.29, 1.21], [-3.71, 1.73, 0.37], [-4.65, 2.22, 0.97], [-3.61, 1.52, -0.83], [-3.08, 0.69, 1.97], [-2.31, 2.27, 1.59], [-1.75, 0.89, 0.62]],
  "lowdin_charge": [0.0142, -0.3087, 0.0985, 0.0422, 0.1212, 0.1250, 0.1131, -0.0169, -0.4023, 0.0790, 0.0573, 0.0990, 0.0476, 0.1191, -0.0232, -0.4314, 0.0608, 0.0656, 0.1148, 0.1256, -0.1003],
  "spin_multiplicity": 1,
  "e_homo_ev": -9.66,
  "relative_energy_kj_mol": 625.0,
  "max_force_ev_per_a": 14.0,
  "mol_weight_g_mol": 183.1
}



# 2
{
  "formula": "C31H29ClFHgN4O4SSi",
  "method": "wB97M-V/def2-TZVPD",
  "symbols": ["Hg", "Cl", "C", "C", "C", "C", "O", "C", "C", "N", "C", "C", "C", "C", "C", "C", "C", "C", "N", "C", "C", "H", "H", "H", "H", "H", "H", "H", "H", "H", "H", "C", "Si", "C", "C", "N", "C", "C", "C", "C", "C", "C", "F", "H", "H", "H", "H", "H", "H", "H", "H", "H", "H", "H", "H", "H", "N", "C", "C", "C", "C", "C", "C", "S", "O", "O", "O", "H", "H", "H", "H", "H", "H"],
  "coordinates": [[-0.91, -0.87, -1.01], [1.44, -7.73, -2.49], [0.75, -6.12, -2.56], [0.91, -5.35, -3.71], [0.36, -4.09, -3.77], [-0.39, -3.52, -2.70], [-0.93, -2.37, -2.84], [-0.52, -4.33, -1.51], [-1.25, -3.95, -0.34], [-1.73, -2.77, -0.03], [-2.54, -2.57, 1.06], [-2.98, -3.59, 1.94], [-3.78, -3.30, 3.03], [-4.19, -2.01, 3.32], [-3.81, -0.95, 2.46], [-4.16, 0.39, 2.68], [-3.76, 1.38, 1.81], [-3.01, 1.02, 0.70], [-2.67, -0.25, 0.46], [-3.01, -1.23, 1.30], [0.05, -5.62, -1.49], [1.48, -5.74, -4.55], [0.47, -3.48, -4.66], [-1.42, -4.77, 0.36], [-2.70, -4.62, 1.75], [-4.08, -4.12, 3.68], [-4.79, -1.79, 4.19], [-4.75, 0.63, 3.56], [-3.99, 2.42, 1.98], [-2.65, 1.76, -0.01], [-0.07, -6.23, -0.60], [0.78, 2.61, -3.74], [-0.01, 2.06, -2.11], [-1.86, 1.92, -2.52], [0.21, 3.39, -0.81], [0.57, 0.52, -1.58], [1.90, 0.24, -1.36], [2.92, 1.20, -1.54], [4.26, 0.93, -1.31], [4.67, -0.33, -0.89], [3.70, -1.30, -0.70], [2.38, -1.01, -0.92], [1.49, -2.00, -0.62], [0.24, 3.50, -4.09], [0.67, 1.83, -4.49], [1.84, 2.87, -3.67], [-2.00, 2.04, -3.60], [-2.42, 2.71, -2.02], [-2.33, 0.97, -2.25], [-0.41, 4.27, -1.02], [1.25, 3.74, -0.73], [-0.06, 3.01, 0.18], [2.64, 2.20, -1.83], [4.98, 1.73, -1.44], [5.72, -0.54, -0.71], [3.95, -2.30, -0.35], [0.08, 0.16, 2.05], [0.72, 1.39, 2.27], [2.01, 1.65, 1.82], [2.56, 2.91, 1.97], [1.85, 3.94, 2.56], [0.56, 3.69, 3.01], [0.00, 2.43, 2.87], [2.57, 5.57, 2.79], [3.76, 5.57, 1.94], [2.85, 5.65, 4.22], [1.52, 6.49, 2.35], [-0.72, 0.00, 2.65], [0.67, -0.66, 2.00], [2.58, 0.87, 1.33], [3.56, 3.12, 1.61], [-0.01, 4.49, 3.46], [-1.02, 2.25, 3.20]],
  "lowdin_charge": [1.2352, 0.5623, -0.6978, -0.1437, -0.0315, -0.4201, -0.1806, -0.1616, -0.1122, -0.0206, -0.2428, -0.0670, -0.1364, -0.0947, -0.1823, -0.0478, -0.0926, -0.1654, -0.0033, -0.1882, -0.0977, 0.0898, 0.1030, 0.0925, 0.0750, 0.0885, 0.0874, 0.1011, 0.0959, 0.0795, 0.1006, -0.1825, 0.3810, -0.1898, -0.1505, -0.1912, -0.3247, -0.0602, -0.1078, -0.1229, -0.0415, -0.2405, -0.0058, 0.0242, 0.0302, 0.0136, 0.0233, 0.0216, -0.0077, 0.0340, 0.0337, 0.0192, 0.0732, 0.0996, 0.0874, 0.1122, 0.0991, -0.3304, -0.0401, -0.0652, -0.2840, -0.0724, -0.0568, 0.3911, -0.3900, -0.3862, -0.3879, 0.0763, 0.0836, 0.0953, 0.1065, 0.1113, 0.0968],
  "spin_multiplicity": 2,
  "e_homo_ev": [-0.61, -2.80],
  "relative_energy_kj_mol": 29.5,
  "s2": 0.810,
  "max_force_ev_per_a": 0.4,
  "mol_weight_g_mol": 836.8,
  "charge": -2
}



# 3
{
  "formula": "C44H118N2O29",
  "method": "wB97M-V/def2-TZVPD",
  "symbols": ["O", "H", "H", "C", "C", "C", "C", "C", "C", "N", "O", "C", "C", "C", "H", "H", "H", "H", "H", "H", "H", "H", "H", "H", "H", "H", "H", "H", "H", "H", "H", "H", "H", "C", "C", "C", "C", "C", "C", "N", "O", "C", "C", "C", "H", "H", "H", "H", "H", "H", "H", "H", "H", "H", "H", "H", "H", "H", "H", "H", "H", "H", "H", "C", "C", "O", "O", "H", "H", "H", "H", "H", "H", "C", "C", "O", "O", "H", "H", "H", "H", "H", "H", "C", "C", "O", "O", "H", "H", "H", "H", "H", "H", "C", "C", "O", "O", "H", "H", "H", "H", "H", "H", "C", "C", "O", "O", "H", "H", "H", "H", "H", "H", "C", "C", "O", "O", "H", "H", "H", "H", "H", "H", "C", "C", "O", "O", "H", "H", "H", "H", "H", "H", "C", "C", "O", "O", "H", "H", "H", "H", "H", "H", "C", "C", "O", "O", "H", "H", "H", "H", "H", "H", "C", "C", "O", "O", "H", "H", "H", "H", "H", "H", "C", "C", "O", "O", "H", "H", "H", "H", "H", "H", "C", "C", "O", "O", "H", "H", "H", "H", "H", "H", "C", "C", "O", "O", "H", "H", "H", "H", "H", "H"],
  "coordinates": [[-0.89, 5.39, 0.21], [-1.55, 5.43, 0.90], [-1.37, 5.10, -0.57], [1.41, 1.44, 1.18], [0.47, 0.73, 0.14], [1.35, 0.04, -0.84], [0.71, -1.05, -1.68], [0.02, -2.01, -0.78], [-0.97, -1.33, 0.20], [-0.23, -0.28, 0.92], [-1.03, 0.26, 1.90], [-2.18, -0.88, -0.57], [-1.23, -2.43, 1.29], [-0.44, 1.82, -0.61], [2.25, 1.80, 0.58], [1.88, 0.72, 1.85], [0.99, 2.24, 1.78], [1.65, 0.84, -1.52], [2.24, -0.40, -0.40], [1.44, -1.60, -2.27], [0.07, -0.49, -2.37], [0.80, -2.52, -0.22], [-0.42, -2.79, -1.39], [-2.87, -1.72, -0.55], [-2.79, -0.12, -0.10], [-1.91, -0.61, -1.59], [-1.46, -3.43, 0.93], [-0.33, -2.66, 1.86], [-1.89, -2.12, 2.10], [-1.39, 2.04, -0.12], [-0.70, 1.49, -1.61], [0.08, 2.77, -0.75], [-0.57, 0.14, 2.73], [6.61, -4.56, 1.92], [6.19, -3.22, 2.58], [6.47, -2.16, 1.50], [5.74, -0.77, 1.73], [4.24, -0.94, 1.89], [3.88, -2.03, 2.98], [4.76, -3.20, 2.80], [4.38, -4.30, 3.56], [3.99, -1.51, 4.44], [2.38, -2.50, 2.78], [6.97, -2.84, 3.87], [6.03, -4.74, 1.02], [6.48, -5.38, 2.63], [7.64, -4.50, 1.57], [7.53, -2.05, 1.29], [6.07, -2.45, 0.53], [5.87, -0.29, 0.77], [6.14, -0.17, 2.54], [3.95, -1.28, 0.90], [3.85, 0.04, 2.17], [3.67, -2.23, 5.19], [4.98, -1.10, 4.66], [3.24, -0.73, 4.46], [2.20, -3.32, 3.48], [1.67, -1.68, 2.89], [2.29, -2.84, 1.75], [7.00, -1.81, 4.21], [8.03, -3.09, 3.77], [6.61, -3.39, 4.75], [3.94, -4.87, 2.93], [-4.60, -5.42, 2.00], [-4.55, -4.53, 0.84], [-4.80, -3.25, 1.28], [-3.53, -5.09, 2.90], [-4.47, -6.48, 1.78], [-5.54, -5.45, 2.54], [-5.27, -4.98, 0.15], [-3.59, -4.58, 0.33], [-4.17, -3.17, 1.99], [-3.88, -5.38, 3.75], [-3.49, 3.87, 2.05], [-2.37, 3.11, 2.65], [-2.25, 3.27, 3.99], [-3.15, 5.23, 1.98], [-4.43, 3.82, 2.59], [-3.61, 3.47, 1.04], [-1.48, 3.30, 2.05], [-2.61, 2.06, 2.44], [-1.44, 2.81, 4.22], [-2.78, 5.44, 2.84], [3.54, 4.73, -0.64], [4.43, 4.20, 0.47], [3.74, 3.82, 1.65], [4.21, 4.87, -1.91], [3.37, 5.74, -0.27], [2.67, 4.07, -0.68], [5.30, 4.81, 0.69], [4.81, 3.26, 0.06], [2.99, 4.38, 1.88], [3.50, 4.84, -2.54], [-2.44, -2.40, -5.92], [-1.72, -2.78, -4.60], [-0.38, -2.30, -4.64], [-3.11, -1.11, -5.87], [-3.14, -3.18, -6.22], [-1.74, -2.37, -6.76], [-1.74, -3.87, -4.71], [-2.30, -2.45, -3.74], [-0.49, -1.39, -4.36], [-3.94, -1.12, -5.39], [0.82, 6.15, -3.53], [1.13, 4.61, -3.81], [2.46, 4.22, -4.13], [1.29, 6.56, -2.26], [-0.23, 6.36, -3.73], [1.41, 6.70, -4.27], [0.50, 4.23, -4.62], [0.68, 3.93, -3.10], [2.64, 4.25, -5.07], [0.86, 7.35, -1.93], [-0.90, -7.30, 0.22], [-0.62, -5.88, 0.76], [0.77, -5.66, 1.10], [-0.66, -8.41, 1.14], [-0.25, -7.48, -0.63], [-1.95, -7.30, -0.07], [-1.24, -5.73, 1.65], [-0.82, -5.24, -0.10], [1.27, -5.76, 0.28], [0.07, -8.21, 1.74], [2.13, 2.08, 5.54], [0.82, 2.75, 5.21], [-0.12, 1.79, 4.77], [2.13, 1.35, 6.82], [2.83, 2.90, 5.70], [2.38, 1.43, 4.70], [1.03, 3.51, 4.46], [0.43, 3.33, 6.05], [-0.10, 1.09, 5.42], [1.87, 0.44, 6.67], [-3.34, 2.81, -2.29], [-4.79, 2.82, -2.66], [-4.98, 3.31, -3.90], [-2.86, 4.21, -2.09], [-2.81, 2.22, -3.04], [-3.18, 2.38, -1.30], [-5.32, 3.42, -1.92], [-5.23, 1.82, -2.60], [-5.11, 4.25, -3.78], [-2.83, 4.62, -2.96], [0.82, 0.50, -5.81], [-0.44, 1.21, -5.34], [-1.37, 0.49, -4.56], [0.72, -0.59, -6.69], [1.50, 0.25, -4.99], [1.37, 1.27, -6.35], [-0.83, 1.65, -6.26], [-0.05, 2.03, -4.74], [-2.10, 0.09, -5.03], [0.37, -1.38, -6.27], [2.49, -3.35, -4.34], [3.13, -3.48, -5.77], [4.17, -2.57, -5.88], [3.32, -3.92, -3.44], [1.62, -3.99, -4.31], [2.29, -2.28, -4.23], [2.40, -3.35, -6.57], [3.36, -4.54, -5.81], [4.55, -2.51, -5.00], [4.07, -3.35, -3.28], [-5.85, -2.63, -3.17], [-6.22, -2.25, -1.71], [-6.78, -0.97, -1.70], [-5.17, -1.63, -3.85], [-6.74, -2.93, -3.72], [-5.17, -3.48, -3.08], [-5.34, -2.14, -1.08], [-6.94, -2.97, -1.31], [-7.18, -0.82, -0.84], [-5.62, -0.81, -3.67], [-5.55, -0.01, 2.69], [-4.20, -0.27, 3.36], [-3.98, 0.42, 4.62], [-5.73, 1.25, 2.21], [-6.36, -0.21, 3.40], [-5.62, -0.72, 1.86], [-3.45, 0.08, 2.66], [-4.20, -1.32, 3.65], [-3.05, 0.57, 4.75], [-6.46, 1.22, 1.58], [0.76, 7.03, 3.34], [1.64, 6.54, 2.19], [1.29, 5.17, 1.83], [-0.59, 7.06, 3.04], [1.03, 8.03, 3.65], [0.72, 6.37, 4.21], [2.65, 6.43, 2.58], [1.74, 7.20, 1.33], [0.45, 5.22, 1.36], [-1.08, 6.83, 3.84]],
  "lowdin_charge": [-0.0379, 0.0065, 0.0232, -0.0020, -0.4451, -0.1428, -0.1794, -0.1305, -0.4544, -0.1190, -0.0202, -0.0036, -0.0077, 0.0138, 0.0739, 0.0580, 0.0734, 0.1267, 0.1123, 0.1030, 0.0866, 0.1138, 0.1197, 0.0730, 0.0842, 0.0760, 0.0473, 0.0692, 0.0690, 0.0554, 0.0578, 0.0709, 0.0939, -0.0292, -0.5027, -0.1258, -0.1728, -0.1261, -0.4372, -0.1451, -0.0187, -0.0195, -0.0232, -0.0243, 0.0821, 0.0782, 0.0816, 0.1164, 0.1059, 0.1056, 0.1060, 0.1064, 0.1049, 0.0857, 0.0717, 0.0527, 0.0784, 0.0646, 0.0695, 0.0663, 0.0765, 0.0809, 0.1047, -0.2443, -0.2953, -0.0519, -0.0655, 0.1194, 0.1281, 0.1277, 0.1146, 0.0622, 0.0911, -0.2247, -0.3099, -0.0177, -0.0644, 0.1270, 0.1170, 0.1190, 0.0928, 0.0296, 0.0752, -0.2359, -0.2452, -0.0887, -0.0645, 0.1071, 0.1191, 0.1161, 0.1106, 0.0207, 0.0230, -0.1712, -0.1985, -0.0896, -0.0898, 0.1140, 0.1219, 0.1175, 0.1187, 0.0400, 0.0568, -0.2033, -0.2167, -0.0646, -0.0612, 0.1097, 0.1095, 0.0956, 0.1040, 0.0990, 0.0900, -0.2094, -0.2344, -0.0770, -0.0758, 0.1105, 0.1104, 0.1106, 0.1014, 0.0809, 0.0737, -0.1906, -0.2403, -0.0687, -0.0666, 0.1257, 0.1083, 0.1194, 0.1307, 0.1030, 0.0647, -0.1805, -0.3158, -0.0215, -0.0771, 0.1085, 0.0940, 0.1272, 0.1176, 0.0975, 0.0698, -0.2541, -0.2166, -0.0769, -0.0530, 0.1130, 0.1197, 0.1275, 0.0944, 0.0404, 0.0407, -0.3060, -0.2520, -0.0325, -0.0338, 0.1188, 0.1019, 0.1142, 0.1115, 0.0707, 0.0892, -0.2286, -0.2394, -0.0651, -0.0599, 0.1201, 0.1194, 0.0990, 0.1234, 0.0893, 0.0893, -0.2850, -0.2007, -0.0635, -0.0348, 0.1228, 0.1039, 0.0927, 0.1119, 0.0619, 0.0913, -0.2549, -0.1742, -0.1079, -0.0582, 0.1164, 0.1180, 0.1155, 0.1219, 0.0204, 0.0887],
  "spin_multiplicity": 1,
  "e_homo_ev": -7.82,
  "relative_energy_kj_mol": 1.0,
  "max_force_ev_per_a": 3.8,
  "mol_weight_g_mol": 1139.4
}